A molecular structure, C43H24IN9O2Ti. Source: OMol25; level of theory: wB97M-V/def2-TZVPD.

Atoms and positions in Å:
Ti (-0.0124, 0.3916, -0.7016)
C (5.4772, -1.1310, 1.9613)
C (5.2260, -2.4172, 2.4287)
C (3.9245, -2.8423, 2.6552)
C (2.8638, -1.9815, 2.4067)
C (0.6093, -1.7968, 1.4142)
N (-0.7803, -2.0843, 1.7490)
C (-1.7323, -1.6060, 1.0628)
C (-3.1044, -2.1686, 1.1868)
C (-3.6070, -3.1542, 2.0165)
C (-4.9322, -3.5291, 1.8294)
C (-5.7132, -2.9372, 0.8317)
C (-5.1872, -1.9552, 0.0001)
C (-3.8679, -1.5901, 0.2015)
C (-3.0132, -0.5785, -0.4689)
N (-3.5053, 0.2117, -1.3497)
C (-2.8123, 1.3238, -1.7402)
N (-1.6196, 1.7370, -1.2906)
C (-1.3956, 3.0093, -1.8022)
N (-0.4554, 3.8599, -1.3913)
C (0.4024, 3.5304, -0.4857)
N (0.6299, 2.2448, 0.0721)
C (1.5628, 2.3949, 1.0318)
N (2.2517, 1.4704, 1.6715)
C (1.9655, 0.1762, 1.5829)
N (0.8151, -0.3374, 1.1798)
C (3.1169, -0.7039, 1.9366)
C (4.4199, -0.2683, 1.7187)
C (1.9012, 3.8047, 1.1952)
C (2.7845, 4.4419, 2.0581)
C (2.9470, 5.8086, 1.9207)
C (2.2388, 6.5173, 0.9307)
C (1.3665, 5.8776, 0.0721)
C (1.2116, 4.4973, 0.2135)
C (-2.4711, 3.3708, -2.6538)
C (-2.7654, 4.5290, -3.3924)
C (-3.9496, 4.5695, -4.0876)
C (-4.8626, 3.4835, -4.0538)
C (-4.5893, 2.3542, -3.3182)
C (-3.3758, 2.2980, -2.6166)
N (-1.7482, -0.6143, 0.0785)
H (6.4934, -0.8052, 1.7733)
H (6.0511, -3.0980, 2.6064)
H (3.7107, -3.8443, 3.0029)
H (-2.9731, -3.6121, 2.7656)
H (-5.3667, -4.2981, 2.4574)
H (-6.7418, -3.2551, 0.7047)
H (-5.7720, -1.4869, -0.7813)
H (4.5787, 0.7321, 1.3390)
H (3.3301, 3.8718, 2.7998)
H (3.6293, 6.3418, 2.5720)
H (2.3895, 7.5874, 0.8404)
H (0.8216, 6.4135, -0.6945)
H (-2.0684, 5.3580, -3.4119)
H (-4.1950, 5.4471, -4.6756)
H (-5.7864, 3.5505, -4.6174)
H (-5.2804, 1.5212, -3.2780)
O (-0.4103, -1.5160, -4.2799)
C (-0.1565, -1.2326, -3.1240)
O (-0.4370, -0.0683, -2.5630)
C (0.4538, -2.1737, -2.1723)
C (0.8884, -3.4621, -2.4762)
C (1.3158, -4.2711, -1.4664)
C (1.2441, -3.8860, -0.0856)
C (1.4537, -4.8625, 0.8897)
C (1.2370, -4.7792, 2.2968)
C (1.1322, -3.6945, 3.0868)
C (1.4086, -2.2946, 2.6383)
C (0.8901, -2.5026, 0.0998)
N (0.5258, -1.7283, -0.9182)
H (0.8568, -3.7873, -3.5081)
H (1.6443, -5.2821, -1.6838)
H (1.6333, -5.8580, 0.4958)
H (1.1196, -5.7421, 2.7942)
H (0.8853, -3.8307, 4.1331)
H (1.0691, -1.6242, 3.4381)
I (3.5550, 1.9318, -1.6385)
C (2.0706, 0.3441, -1.5835)
H (2.6497, -0.4859, -1.1819)
H (1.9360, 0.1756, -2.6474)

Properties
* relative energy (zero: lowest compared OMol25 entry of this formula, charge and spin): 0.000 eV
* total energy: -93709.686 eV
* E_LUMO (alpha / beta): 4.0 / 4.0 eV
* E_HOMO (alpha / beta): -1.041 / -1.041 eV
* total charge: -2



A molecular structure, C43H27F15GeN5O5PRhS4 at a distorted geometry. Source: OMol25; level of theory: wB97M-V/def2-TZVPD.

Atoms and positions in Å:
Rh (-0.8357, -0.2815, 0.7645)
C (3.0669, 7.3079, 2.4874)
C (2.4082, 6.1260, 1.8357)
C (2.3089, 6.0353, 0.4512)
C (1.8029, 4.8913, -0.1441)
C (1.3616, 3.8477, 0.6494)
C (1.4207, 3.9317, 2.0314)
C (1.9448, 5.0690, 2.6179)
S (1.0364, 2.2587, -0.0913)
O (1.8561, 1.3734, 0.7228)
O (1.3778, 2.3535, -1.4853)
N (-0.4441, 1.7882, 0.2095)
C (-1.5186, 2.6011, -0.0144)
C (-1.5305, 3.7614, -0.7680)
C (-2.7198, 4.4875, -0.9201)
C (-3.8881, 4.0801, -0.3358)
C (-3.9026, 2.9193, 0.4662)
C (-5.0508, 2.4257, 1.1246)
C (-4.9375, 1.3493, 1.9551)
C (-3.6785, 0.7475, 2.1353)
N (-2.6103, 1.1227, 1.4737)
C (-2.7033, 2.1946, 0.6473)
H (3.0591, 8.1773, 1.8324)
H (4.1076, 7.0615, 2.7076)
H (2.5744, 7.5603, 3.4255)
H (2.6568, 6.8523, -0.1680)
H (1.7731, 4.7763, -1.2196)
H (1.0827, 3.0936, 2.6264)
H (2.0248, 5.1286, 3.6960)
H (-0.6278, 4.0746, -1.2732)
H (-2.7044, 5.3905, -1.5169)
H (-4.8049, 4.6379, -0.4776)
H (-6.0012, 2.9212, 0.9679)
H (-5.7901, 0.9481, 2.4838)
H (-3.5585, -0.0655, 2.8333)
O (-0.8822, -1.8591, 2.0585)
N (-1.5302, -2.9454, 2.2816)
C (-1.2912, -4.0724, 1.6823)
C (-0.4891, -4.2418, 0.5118)
N (0.0682, -4.3964, -0.4827)
C (-1.9366, -5.2483, 2.1563)
N (-2.3772, -6.2464, 2.5194)
F (2.5074, -3.7729, 0.5515)
C (3.3671, -3.8237, -0.4717)
C (3.8678, -2.6278, -0.9617)
C (4.8655, -2.7224, -1.9139)
F (5.4784, -1.6182, -2.3635)
C (5.3103, -3.9403, -2.4020)
F (6.2981, -3.9951, -3.3049)
C (4.7319, -5.1111, -1.9431)
F (5.1289, -6.2872, -2.4336)
C (3.7612, -5.0586, -0.9557)
F (3.2436, -6.1940, -0.4819)
Ge (2.9926, -0.9306, -0.2501)
S (0.8968, -1.2241, -0.8036)
C (3.5347, -1.1030, 1.6808)
C (2.7252, -0.7679, 2.7509)
F (1.4549, -0.3918, 2.5652)
C (3.1883, -0.7804, 4.0581)
F (2.3907, -0.4276, 5.0709)
C (4.4983, -1.1420, 4.3162)
F (4.9547, -1.1543, 5.5697)
C (5.3383, -1.4687, 3.2662)
F (6.6169, -1.7786, 3.5089)
C (4.8449, -1.4390, 1.9754)
F (5.6946, -1.6971, 0.9689)
C (4.1898, 0.5274, -0.9741)
C (4.8401, 1.4641, -0.1908)
F (4.9622, 1.2917, 1.1321)
C (5.3777, 2.6226, -0.7218)
F (5.9758, 3.5240, 0.0705)
C (5.2717, 2.8680, -2.0795)
F (5.7718, 3.9962, -2.5938)
C (4.6306, 1.9501, -2.8914)
F (4.5114, 2.1956, -4.2014)
C (4.0957, 0.8077, -2.3244)
F (3.4390, -0.0618, -3.1006)
C (-2.8147, -3.8507, -2.8178)
C (-3.4895, -4.6380, -1.7091)
C (-4.8689, -5.1355, -2.1126)
O (-3.5923, -3.8906, -0.4751)
P (-3.9681, -2.3808, -0.1910)
S (-4.6991, -2.3279, 1.6316)
S (-2.4841, -1.0937, -0.8558)
O (-5.1232, -2.1179, -1.2842)
C (-5.7016, -0.8057, -1.4421)
C (-7.0116, -0.7477, -0.6720)
C (-5.8954, -0.5796, -2.9320)
H (-2.6892, -4.4909, -3.6907)
H (-1.8359, -3.4998, -2.4949)
H (-3.4258, -2.9913, -3.0938)
H (-2.8611, -5.4867, -1.4280)
H (-5.5011, -4.2923, -2.3836)
H (-5.3272, -5.6698, -1.2816)
H (-4.7788, -5.8081, -2.9653)
H (-4.9986, -0.0631, -1.0507)
H (-7.7207, -1.4535, -1.1068)
H (-7.4247, 0.2607, -0.7059)
H (-6.8363, -1.0323, 0.3635)
H (-6.5951, -1.3161, -3.3282)
H (-4.9408, -0.6758, -3.4485)
H (-6.2914, 0.4207, -3.1054)

Properties
* relative energy (zero: lowest compared OMol25 entry of this formula, charge and spin): 2.620 eV
* total energy: -215634.003 eV
* E_LUMO (alpha / beta): 0.2 / 0.2 eV
* E_HOMO (alpha / beta): -6.130 / -6.129 eV
* total charge: -1



A molecular structure, C43H28Cl5F5O4PbS. Source: OMol25; level of theory: wB97M-V/def2-TZVPD.

Atoms and positions in Å:
Pb (2.1965, -0.4062, 0.6525)
Cl (2.4552, -1.9622, 3.6728)
C (3.7893, -0.9244, 3.3442)
C (3.8359, -0.2393, 2.1371)
C (4.9354, 0.5627, 1.8614)
Cl (4.9865, 1.4680, 0.3925)
C (5.9863, 0.6765, 2.7685)
Cl (7.3425, 1.6622, 2.4055)
C (5.9225, -0.0114, 3.9787)
Cl (7.2047, 0.1252, 5.1063)
C (4.8196, -0.8119, 4.2745)
Cl (4.7407, -1.6566, 5.7643)
C (-3.8968, 0.6719, -1.6597)
C (-2.5825, -0.0572, -1.8204)
C (-2.5440, -0.8726, -3.1048)
O (-1.5044, 0.8831, -1.8141)
C (-0.4459, 0.4488, -0.9723)
C (-0.9521, -0.9796, -0.5483)
O (-2.3557, -0.8721, -0.6883)
C (-0.6143, -1.8038, 0.7227)
O (0.7858, -1.8802, 0.9258)
C (-0.9915, -3.2808, 0.4739)
C (-1.6690, -3.7626, -0.6369)
C (-1.9273, -5.1235, -0.7733)
C (-1.5169, -6.0163, 0.2001)
C (-0.8455, -5.5406, 1.3207)
C (-0.5897, -4.1886, 1.4535)
C (-1.3810, -1.3404, 1.9664)
C (-2.7334, -1.6620, 2.0901)
C (-3.4675, -1.2435, 3.1882)
C (-2.8574, -0.5139, 4.2000)
C (-1.5105, -0.2099, 4.0969)
C (-0.7822, -0.6179, 2.9873)
C (0.0281, 1.6192, -0.0466)
O (0.8103, 1.0830, 1.0077)
C (-1.0796, 2.4204, 0.6391)
C (-0.9432, 3.7936, 0.8271)
C (-1.8946, 4.5133, 1.5371)
C (-2.9992, 3.8704, 2.0719)
C (-3.1443, 2.5027, 1.8903)
C (-2.1924, 1.7864, 1.1819)
C (0.8922, 2.5521, -0.9059)
C (0.4446, 3.0255, -2.1423)
C (1.2230, 3.8966, -2.8858)
C (2.4579, 4.3216, -2.4089)
C (2.9001, 3.8706, -1.1792)
C (2.1191, 2.9936, -0.4331)
H (-4.0930, 1.2740, -2.5468)
H (-3.8632, 1.3212, -0.7895)
H (-4.7028, -0.0529, -1.5452)
H (-2.5134, -0.2033, -3.9645)
H (-3.4337, -1.4984, -3.1772)
H (-1.6673, -1.5168, -3.1369)
H (0.4293, 0.2656, -1.6122)
H (-0.5606, -1.6090, -1.3594)
H (-2.0262, -3.0914, -1.4042)
H (-2.4558, -5.4784, -1.6490)
H (-1.7189, -7.0742, 0.0924)
H (-0.5213, -6.2273, 2.0922)
H (-0.0633, -3.8195, 2.3245)
H (-3.2175, -2.2446, 1.3182)
H (-4.5170, -1.5005, 3.2592)
H (-3.4276, -0.1918, 5.0620)
H (-1.0182, 0.3588, 4.8757)
H (0.2555, -0.3380, 2.9180)
H (-0.0888, 4.3153, 0.4180)
H (-1.7680, 5.5802, 1.6695)
H (-3.7421, 4.4305, 2.6254)
H (-3.9992, 1.9823, 2.3040)
H (-2.3324, 0.7260, 1.0524)
H (-0.5229, 2.7195, -2.5147)
H (0.8621, 4.2494, -3.8434)
H (3.0639, 5.0020, -2.9929)
H (3.8530, 4.2022, -0.7856)
H (2.4499, 2.6959, 0.5529)
F (0.0176, -0.0440, -6.0579)
C (0.7681, -0.3033, -4.9939)
C (0.6768, -1.5359, -4.3708)
F (-0.1564, -2.4587, -4.8513)
C (1.4436, -1.7981, -3.2496)
F (1.3174, -2.9866, -2.6680)
C (2.3279, -0.8512, -2.7399)
S (3.3880, -1.2089, -1.3850)
C (2.4238, 0.3687, -3.4077)
F (3.2809, 1.2919, -2.9865)
C (1.6475, 0.6533, -4.5163)
F (1.7492, 1.8261, -5.1353)

Properties
* relative energy (zero: lowest compared OMol25 entry of this formula, charge and spin): 0.000 eV
* total energy: -145516.114 eV
* E_LUMO: -1.4 eV
* E_HOMO: -8.748 eV
* total charge: 0



A molecular structure, C43H28ClF9IN4O8PS2SeV at a distorted geometry. Source: OMol25; level of theory: wB97M-V/def2-TZVPD.

Atoms and positions in Å:
V (1.6148, 0.0721, 0.8044)
C (4.9371, 3.0907, 1.2829)
C (3.5883, 3.5109, 1.7730)
N (3.4452, 4.7404, 2.2217)
C (2.2872, 5.1128, 2.7624)
C (1.2084, 4.2716, 2.9224)
C (0.0260, 4.6859, 3.7480)
O (-0.0015, 3.9927, 4.9923)
C (1.3005, 2.9581, 2.4121)
C (0.3142, 1.9598, 2.6306)
N (0.4069, 0.8053, 2.0360)
C (-0.1777, -0.3721, 2.4736)
C (-1.2887, -0.6240, 3.2612)
C (-1.5306, -1.9493, 3.5985)
C (-0.6781, -2.9516, 3.1670)
C (0.4332, -2.6641, 2.3738)
C (0.6950, -1.3590, 2.0005)
I (4.3334, -3.1240, 2.6938)
C (2.5223, 2.5645, 1.7780)
O (2.6579, 1.3831, 1.2936)
H (5.5185, 3.9619, 0.9964)
H (4.8353, 2.4177, 0.4333)
H (5.4698, 2.5498, 2.0673)
H (2.2560, 6.1387, 3.1118)
H (-0.9172, 4.4535, 3.2457)
H (0.0703, 5.7681, 3.9316)
H (0.9127, 3.8223, 5.2487)
H (-0.4404, 2.1157, 3.3992)
H (-1.9341, 0.1658, 3.6193)
H (-2.3838, -2.1971, 4.2126)
H (-0.8575, -3.9781, 3.4591)
H (1.0487, -3.4946, 2.0512)
O (1.8432, 0.0341, -2.1484)
Cl (2.3905, -0.9971, -1.3682)
O (2.9805, -1.9755, -2.2097)
O (3.3614, -0.5413, -0.4456)
O (1.3109, -1.6219, -0.6421)
O (1.9878, -7.9183, 1.7374)
S (3.0254, -7.3429, 0.9186)
O (4.2324, -8.1226, 0.8082)
N (3.3803, -5.7991, 1.4016)
C (3.0122, -4.9597, 0.4754)
S (3.3669, -3.2655, 0.5708)
C (2.3839, -5.4800, -0.7116)
C (1.8511, -4.8077, -1.8157)
C (1.3774, -5.5508, -2.8771)
C (1.4206, -6.9439, -2.8627)
C (1.9129, -7.6205, -1.7485)
C (2.3718, -6.8829, -0.6891)
H (1.8273, -3.7328, -1.8475)
H (0.9742, -5.0384, -3.7385)
H (1.0646, -7.4989, -3.7187)
H (1.9394, -8.6992, -1.7215)
Se (2.8077, 2.6542, -1.6044)
C (2.7310, 4.2253, -2.4411)
N (2.6691, 5.2290, -3.0180)
F (-6.1221, -3.2372, 0.3927)
C (-5.2814, -2.7715, 1.3522)
F (-6.0769, -2.0772, 2.1962)
F (-4.8770, -3.8530, 2.0326)
C (-4.1704, -1.9456, 0.7885)
C (-4.4565, -0.6603, 0.3271)
C (-3.4447, 0.1303, -0.1759)
C (-2.1299, -0.3381, -0.1995)
C (-1.8736, -1.6554, 0.1853)
C (-2.8811, -2.4566, 0.6833)
P (-0.6889, 0.6789, -0.7337)
C (-1.0537, 0.5507, -2.5199)
C (-0.7799, -0.6897, -3.1067)
C (-0.9334, -0.8803, -4.4595)
C (-1.3865, 0.1697, -5.2591)
C (-1.6874, 1.3995, -4.6843)
C (-1.5156, 1.5886, -3.3273)
C (-1.5842, -0.0758, -6.7200)
F (-0.5455, -0.7035, -7.3027)
F (-1.8047, 1.0363, -7.4421)
F (-2.6613, -0.8720, -6.9649)
C (-1.1872, 2.3922, -0.3303)
C (-2.0654, 2.7098, 0.7048)
C (-2.3366, 4.0283, 1.0164)
C (-1.6886, 5.0502, 0.3294)
C (-0.7473, 4.7521, -0.6509)
C (-0.5139, 3.4312, -0.9805)
C (-1.9774, 6.4786, 0.6669)
F (-2.0896, 7.2668, -0.4201)
F (-3.1323, 6.6395, 1.3478)
F (-1.0307, 7.0492, 1.4360)
H (-5.4688, -0.2871, 0.3810)
H (-3.6740, 1.1165, -0.5521)
H (-0.8649, -2.0358, 0.1152)
H (-2.6694, -3.4650, 1.0018)
H (-0.4264, -1.5020, -2.4871)
H (-0.6911, -1.8313, -4.9100)
H (-2.0443, 2.2091, -5.3035)
H (-1.7456, 2.5538, -2.9022)
H (-2.5462, 1.9270, 1.2729)
H (-3.0564, 4.2646, 1.7880)
H (-0.2107, 5.5422, -1.1575)
H (0.2274, 3.2008, -1.7341)

Properties
* relative energy (zero: lowest compared OMol25 entry of this formula, charge and spin): 1.236 eV
* total energy: -234455.439 eV
* E_LUMO (alpha / beta): 2.7 / 2.7 eV
* multiplicity: 4
* E_HOMO (alpha / beta): -0.997 / -2.083 eV
* ⟨S²⟩: 3.787
* total charge: -2



A molecular structure, C43H29Cl3F3O2PSbZr at a distorted geometry. Source: OMol25; level of theory: wB97M-V/def2-TZVPD.

Atoms and positions in Å:
Zr (-0.4083, 1.2482, 0.3166)
Cl (-2.7828, 2.1730, 1.0320)
C (-4.1781, 1.2385, 0.4216)
C (-5.4184, 1.8141, 0.5786)
C (-6.5114, 1.1077, 0.0890)
C (-6.3371, -0.1202, -0.5374)
C (-5.0686, -0.6631, -0.6766)
C (-3.9537, 0.0170, -0.1871)
P (-2.2676, -0.5854, -0.4027)
C (-2.3003, -2.3691, -0.2001)
C (-1.4088, -3.1957, -0.8902)
C (-1.4087, -4.5604, -0.6497)
C (-2.2829, -5.1020, 0.2863)
C (-3.1553, -4.2807, 0.9856)
C (-3.1624, -2.9125, 0.7515)
C (-1.9045, -0.1682, -2.1408)
C (-1.3671, 1.0972, -2.4049)
C (-1.1414, 1.5604, -3.6926)
C (-1.4515, 0.7274, -4.7565)
C (-1.9852, -0.5362, -4.5224)
C (-2.2095, -0.9861, -3.2288)
H (-5.5402, 2.7732, 1.0624)
H (-7.5022, 1.5272, 0.1997)
H (-7.1943, -0.6566, -0.9204)
H (-4.9427, -1.6223, -1.1642)
H (-0.7339, -2.7912, -1.6350)
H (-0.7342, -5.2036, -1.1991)
H (-2.2856, -6.1688, 0.4664)
H (-3.8356, -4.7031, 1.7125)
H (-3.8495, -2.2815, 1.3028)
H (-1.1929, 1.8344, -1.6142)
H (-0.7503, 2.5541, -3.8659)
H (-1.2933, 1.0706, -5.7703)
H (-2.2444, -1.1716, -5.3590)
H (-2.6416, -1.9646, -3.0699)
Cl (1.0547, 6.0524, 5.6251)
C (0.6774, 5.1616, 4.2150)
C (0.5740, 5.8303, 2.9847)
C (0.2756, 5.1586, 1.8085)
Cl (0.1403, 6.0155, 0.3304)
C (0.0899, 3.7856, 1.8246)
O (-0.1710, 3.1230, 0.6959)
C (0.1794, 3.0921, 3.0708)
C (0.0063, 1.7142, 3.2126)
O (-0.2042, 0.8727, 2.2550)
C (0.4671, 3.8123, 4.2658)
H (0.7256, 6.9029, 2.9529)
H (0.0469, 1.2872, 4.2136)
H (0.5207, 3.2863, 5.2108)
F (4.6093, -2.8942, 4.8107)
C (3.8960, -2.5467, 3.7499)
C (2.5275, -2.7517, 3.7706)
C (1.7885, -2.3770, 2.6586)
C (2.4265, -1.8117, 1.5546)
C (3.8111, -1.6209, 1.5568)
C (4.5546, -1.9882, 2.6642)
Sb (1.2877, -1.2182, -0.0948)
C (1.9627, 0.9002, -0.0593)
C (1.8278, 1.7206, -1.2015)
C (2.2920, 3.0286, -1.2104)
C (2.8935, 3.5226, -0.0609)
F (3.3433, 4.7628, -0.0574)
C (3.0348, 2.7586, 1.0869)
C (2.5475, 1.4571, 1.0880)
C (2.3882, -1.8455, -1.7615)
C (3.3439, -2.8465, -1.6045)
C (4.0828, -3.2648, -2.7005)
C (3.8450, -2.6728, -3.9277)
F (4.5619, -3.0601, -4.9726)
C (2.8720, -1.7026, -4.1125)
C (2.1285, -1.2981, -3.0174)
H (2.0675, -3.2053, 4.6379)
H (0.7176, -2.5447, 2.6598)
H (4.3187, -1.1890, 0.7020)
H (5.6280, -1.8582, 2.6990)
H (1.4588, 1.3026, -2.1351)
H (2.2296, 3.6546, -2.0915)
H (3.5419, 3.1781, 1.9475)
H (2.6854, 0.8385, 1.9678)
H (3.5198, -3.3133, -0.6447)
H (4.8311, -4.0412, -2.6169)
H (2.7060, -1.2951, -5.1003)
H (1.3325, -0.5732, -3.1673)

Properties
* relative energy (zero: lowest compared OMol25 entry of this formula, charge and spin): 0.590 eV
* total energy: -111959.098 eV
* E_LUMO: -10.3 eV
* E_HOMO: -16.176 eV
* total charge: +3